#A
This record from OMol25 describes an isolated molecule of C9H8. The level of theory is the ωB97M-V functional and the def2-TZVPD basis.

Cartesian coordinates (Å):
C -0.583 -2.327 -1.092
C 2.710 0.586 -0.438
C -0.554 -1.497 -0.251
C 1.938 0.105 0.375
C -1.215 1.375 -0.135
C -0.927 1.306 -1.373
C -1.446 0.452 0.980
C -0.498 -0.579 0.749
C 0.915 -0.419 1.286
H -0.353 -2.596 -2.090
H 3.421 0.873 -1.076
H -0.918 0.366 -1.947
H -0.818 2.152 -1.979
H -1.144 1.070 1.853
H -2.567 0.335 1.194
H 1.165 -1.484 1.794
H 0.875 0.282 2.150

## Properties
LUMO level (alpha / beta) ... 0.0367 / -0.0400 Ha
Multiplicity ... 3


#B
This record from OMol25 describes an isolated molecule of C9H8. The level of theory is the ωB97M-V functional and the def2-TZVPD basis.

Cartesian coordinates (Å):
C 0.690 1.677 0.300
C -0.653 1.376 0.181
C 2.492 -1.250 -0.194
C -0.213 -0.939 -0.040
C 1.608 0.626 0.192
C -1.198 0.091 0.042
C 1.107 -0.639 -0.024
C 3.075 0.263 0.065
C -2.643 -0.202 0.017
H 0.960 2.839 0.432
H -1.397 2.243 0.134
H 2.753 -1.513 -1.334
H 2.974 -1.981 0.454
H -0.594 -2.011 -0.156
H -3.094 -0.099 -0.993
H -3.112 0.670 0.577
H -2.754 -1.150 0.347

## Properties
LUMO level (alpha / beta) ... 0.0366 / -0.0407 Ha
Multiplicity ... 3


In hartree, relative to the most stable structure: #A 0.1169; #B 0.0000.


#A
This record from OMol25 describes the ion C5H6NO with charge +1. The level of theory is the ωB97M-V functional and the def2-TZVPD basis.

Cartesian coordinates (Å):
C -1.990 0.779 -0.101
C -0.583 1.154 0.383
C -1.888 -0.635 -0.168
C 0.404 0.354 0.660
C 2.174 -0.939 -0.201
N -1.574 -1.710 -0.359
O 1.357 -0.362 0.869
H -2.388 1.218 -1.010
H -0.287 2.282 0.386
H -2.487 1.064 0.740
H 2.677 -0.049 -0.530
H 1.563 -1.657 -0.872
H 3.022 -1.499 0.203

## Properties
Net charge ... +1
LUMO level ... -0.2126 Ha
Multiplicity ... 1


#B
This record from OMol25 describes a cluster of 2 separate species, C5H6NO in total. The level of theory is the ωB97M-V functional and the def2-TZVPD basis.

Cartesian coordinates (Å):
C 1.420 0.528 -2.442
C 0.433 0.676 -1.782
C 0.420 0.462 1.676
C -1.214 0.978 0.137
C -0.505 -1.143 0.264
N -0.530 0.153 0.802
O -2.122 1.610 -0.074
H 2.142 0.106 -3.090
H 0.999 -0.392 2.126
H 0.496 1.478 2.113
H -0.192 -1.054 -0.815
H -1.569 -1.673 0.353
H 0.222 -1.729 0.731

## Properties
Net charge ... +1
LUMO level (alpha / beta) ... -0.2444 / -0.2862 Ha
Multiplicity ... 1


#C
This record from OMol25 describes the ion C5H6NO with charge +1. The level of theory is the ωB97M-V functional and the def2-TZVPD basis.

Cartesian coordinates (Å):
C -2.123 0.694 0.175
C -0.668 1.088 0.478
C -1.954 -0.705 -0.149
C 0.220 0.293 0.894
C 1.816 -1.099 -0.014
N -1.668 -1.779 -0.396
O 1.078 -0.520 1.047
H -2.546 1.433 -0.552
H -0.471 2.241 0.482
H -2.681 0.703 1.061
H 2.285 -2.029 0.274
H 2.665 -0.377 -0.213
H 1.166 -1.095 -0.833

## Properties
Net charge ... +1
LUMO level ... -0.2128 Ha
Multiplicity ... 1


In hartree, relative to the most stable structure: #A 0.0098; #B 0.1780; #C 0.0000.


#A
This record from OMol25 describes an isolated molecule of C5H8FNS. The level of theory is the ωB97M-V functional and the def2-TZVPD basis.

Cartesian coordinates (Å):
C 0.436 -1.371 0.166
C -0.673 -1.066 -0.834
C -1.300 0.453 -0.615
C 0.694 1.105 0.722
C 1.410 -0.287 0.369
H 1.070 -2.173 0.035
H -1.469 -1.935 -0.576
H -0.253 -1.331 -1.781
H -0.907 1.195 -1.428
H -2.395 0.479 -0.552
H -0.866 2.107 0.628
H 0.983 1.312 1.708
H 1.281 1.811 -0.026
N -0.786 1.112 0.744
F -0.124 -1.380 1.563
S 2.901 -0.030 -0.123

## Properties
SMILES ... F[C@H]1CCNCC1=S
LUMO level ... -0.0169 Ha
Multiplicity ... 1


#B
This record from OMol25 describes a cluster of 2 separate species, C5H8FNS in total. The level of theory is the ωB97M-V functional and the def2-TZVPD basis.

Cartesian coordinates (Å):
C -0.040 -0.616 2.028
C -1.207 -0.658 1.778
C 1.377 -0.727 -1.304
C -2.628 -0.461 1.307
C 0.853 1.507 -1.900
N 0.507 0.167 -1.337
F 2.713 -0.654 -1.717
S 1.393 -0.891 2.766
H 2.108 -0.543 1.707
H 1.003 -1.755 -0.989
H -3.279 -0.664 2.096
H -2.852 -0.922 0.463
H -2.631 0.678 1.242
H 0.410 1.574 -2.913
H 0.417 2.179 -1.132
H 1.856 1.784 -2.093

## Properties
SMILES ... C/N=C\F.CC#CS
LUMO level ... 0.0275 Ha
Multiplicity ... 1


In hartree, relative to the most stable structure: #A 0.0000; #B 0.0177.


#A
This record from OMol25 describes the ion CH7N2Si with charge +1. The level of theory is the ωB97M-V functional and the def2-TZVPD basis.

Cartesian coordinates (Å):
C -0.257 1.006 0.648
N -0.907 0.193 -0.096
N 0.977 0.916 1.047
Si -0.222 -1.299 -0.857
H -0.666 1.985 0.784
H -1.780 0.502 -0.385
H 1.447 1.772 1.345
H 1.634 0.215 0.721
H 0.763 -0.994 -1.735
H 0.353 -2.416 0.099
H -1.343 -1.881 -1.571

## Properties
SMILES ... [NH2+]=CN[SiH3]
Net charge ... +1
LUMO level ... -0.1484 Ha
Multiplicity ... 1


#B
This record from OMol25 describes a cluster of 2 separate species, CH7N2Si in total. The level of theory is the ωB97M-V functional and the def2-TZVPD basis.

Cartesian coordinates (Å):
C 0.925 -0.069 -0.368
N 1.776 0.907 -0.648
N -0.363 0.104 -0.126
Si -1.600 -1.000 0.656
H 1.456 -0.957 -0.093
H 2.718 0.734 -0.511
H 1.507 1.917 -0.734
H -0.920 1.343 -0.559
H -1.467 -2.231 0.113
H -1.137 -0.469 1.910
H -2.894 -0.279 0.360

## Properties
Net charge ... +1
LUMO level ... -0.1641 Ha
Multiplicity ... 1


In hartree, relative to the most stable structure: #A 0.0000; #B 0.0696.


#A
This record from OMol25 describes an isolated molecule of C17H21N3O3S. The level of theory is the ωB97M-V functional and the def2-TZVPD basis.

Cartesian coordinates (Å):
O 3.836 2.623 -0.939
S 2.436 2.321 -0.947
O 1.511 3.343 -1.354
N 2.071 1.776 0.598
H 2.654 2.228 1.283
C 0.658 1.709 0.908
H 0.123 2.327 0.178
H 0.477 2.107 1.906
C 0.163 0.251 0.782
N -1.041 0.194 -0.043
C -1.335 -1.132 -0.557
H -0.436 -1.543 -1.020
C -2.436 -1.007 -1.612
O -3.600 -0.424 -1.079
C -3.313 0.845 -0.544
C -2.243 0.757 0.547
H -2.029 1.757 0.924
H -2.630 0.132 1.370
H -4.251 1.225 -0.136
H -2.958 1.516 -1.340
H -2.727 -1.990 -1.986
H -2.059 -0.392 -2.443
H -1.674 -1.818 0.239
C 0.015 -0.453 2.112
C -0.653 0.097 3.202
C -0.796 -0.651 4.360
C -0.266 -1.931 4.390
N 0.372 -2.468 3.365
C 0.504 -1.749 2.266
H 1.036 -2.233 1.455
H -0.353 -2.557 5.268
H -1.310 -0.247 5.218
H -1.058 1.098 3.157
H 0.931 -0.283 0.210
C 2.129 0.843 -1.898
C 2.982 -0.231 -1.734
C 2.735 -1.400 -2.434
C 1.646 -1.474 -3.290
C 0.802 -0.386 -3.450
C 1.042 0.783 -2.745
H 0.410 1.651 -2.840
H -0.037 -0.449 -4.125
H 1.456 -2.385 -3.838
H 3.391 -2.250 -2.318
H 3.824 -0.130 -1.067

## Properties
SMILES ... O=S(=O)(NC[C@@H](c1cccnc1)N1CCOCC1)c1ccccc1
LUMO level ... 0.0181 Ha
Multiplicity ... 1


#B
This record from OMol25 describes a structure of composition C17H21N3O3S. The level of theory is the ωB97M-V functional and the def2-TZVPD basis.

Cartesian coordinates (Å):
C -3.845 -4.469 0.488
C -2.924 -3.628 -0.219
C -3.166 -2.385 -0.531
C -1.912 -1.754 -1.207
C -0.842 -2.802 -1.301
N -1.561 -3.710 -0.596
C -0.992 -4.877 -0.391
H -1.289 -5.629 0.540
H -0.810 -5.687 -1.152
H 0.129 -4.919 -0.044
C 0.389 -2.769 -1.519
H 1.287 -2.553 -0.877
H 0.659 -3.841 -2.333
H 0.422 -2.069 -2.428
C -1.681 -0.443 -1.730
C -0.779 0.548 -1.765
C 0.476 0.326 -1.168
O 0.788 -0.448 -0.223
N 1.366 1.252 -1.202
C 0.826 2.442 -2.080
O 1.600 3.346 -2.473
S -0.817 2.110 -2.535
C 2.624 1.512 -0.563
H 3.332 1.528 -1.377
H 2.952 0.516 0.187
C 2.918 2.732 0.063
O 4.027 3.380 -0.272
N 1.999 3.212 1.023
C 0.711 2.755 1.254
C 0.218 3.411 2.477
H -0.438 4.071 2.344
C 1.673 4.102 2.966
C 2.207 4.442 1.713
H 1.824 5.364 1.073
H 3.332 4.661 1.700
H 2.115 3.431 3.787
H 1.450 4.912 3.572
H -0.344 2.868 3.305
H 0.945 1.590 1.552
H -0.020 2.808 0.632
H -2.885 0.036 -2.218
H -4.163 -1.456 -0.379
H -4.708 -3.925 0.567
H -3.370 -4.645 1.354
H -3.724 -5.346 -0.013

## Properties
LUMO level ... -0.0084 Ha
Multiplicity ... 1


In hartree, relative to the most stable structure: #A 0.0000; #B 0.4522.


#A
This record from OMol25 describes a structure of composition C4H26BO21. The level of theory is the ωB97M-V functional and the def2-TZVPD basis.

Cartesian coordinates (Å):
O 5.982 -6.739 22.541
C 7.068 -6.419 22.148
O 7.387 -5.250 21.845
B 8.542 -5.346 20.955
O 8.751 -6.807 20.857
C 8.008 -7.407 21.669
O 7.926 -8.606 21.746
O 9.621 -4.675 21.621
C 9.820 -3.639 20.985
O 10.666 -2.782 21.301
C 9.048 -3.580 19.822
O 8.388 -4.628 19.667
O 9.000 -2.674 19.012
O 11.440 -2.728 17.615
H 11.769 -2.890 18.517
H 10.888 -1.914 17.600
O 3.183 -7.459 21.877
H 4.079 -7.560 22.170
H 3.121 -7.752 20.975
O 4.883 -3.638 22.967
H 5.745 -3.620 23.361
H 4.561 -2.750 23.097
O 9.575 -6.762 18.043
H 9.197 -7.514 18.475
H 10.145 -6.308 18.619
O 5.731 -6.815 19.493
H 5.698 -5.882 19.618
H 6.207 -6.878 18.653
O 10.001 0.428 21.615
H 9.268 0.212 22.205
H 10.608 -0.314 21.691
O 7.485 -0.360 17.035
H 8.322 -0.109 16.577
H 7.724 -0.269 17.954
O 9.156 -3.044 16.316
H 8.262 -3.213 16.073
H 9.121 -3.032 17.284
O 12.884 -2.260 20.022
H 12.778 -1.308 19.752
H 12.182 -2.465 20.662
O 5.588 -9.426 20.336
H 5.515 -8.591 19.797
H 6.213 -9.214 21.009
O 8.847 -9.183 19.211
H 9.271 -10.031 19.286
H 8.671 -8.971 20.141
O 6.510 -2.000 20.066
H 6.132 -1.168 19.716
H 7.370 -2.072 19.722
O 6.949 -5.316 17.370
H 6.552 -4.460 17.129
H 7.618 -5.309 18.008

## Properties
Net charge ... -1
LUMO level ... 0.0477 Ha
Multiplicity ... 1


#B
This record from OMol25 describes a structure of composition C4H26BO21. The level of theory is the ωB97M-V functional and the def2-TZVPD basis.

Cartesian coordinates (Å):
O 2.220 2.352 0.285
C 1.425 1.735 0.980
O 0.870 0.659 0.566
B -0.198 0.350 1.477
O -0.312 1.532 2.373
C 0.622 2.320 2.044
O 0.701 3.495 2.380
O 0.046 -0.919 2.193
C -0.961 -1.630 1.881
O -0.974 -2.790 2.173
C -1.868 -1.047 1.044
O -1.509 0.142 0.870
O -2.792 -1.659 0.468
O 0.636 5.521 1.014
H -0.235 5.657 0.627
H 0.654 4.856 1.716
O 4.421 3.587 -1.479
H 3.982 2.720 -1.448
H 5.322 3.502 -1.075
O -0.854 -0.300 -2.260
H -1.120 0.482 -1.836
H -0.404 0.120 -2.983
O 0.838 -4.348 0.187
H 0.196 -4.708 0.778
H 1.102 -5.134 -0.298
O -3.296 -4.238 -0.787
H -2.414 -4.064 -1.131
H -3.751 -3.441 -0.909
O 2.077 -1.754 4.160
H 1.993 -2.689 4.318
H 1.171 -1.489 3.963
O -0.876 -3.183 -1.873
H -1.103 -2.260 -1.774
H -0.178 -3.328 -1.261
O 1.531 4.679 -1.505
H 1.465 3.759 -1.707
H 1.278 4.806 -0.600
O -3.742 0.734 -1.012
H -3.546 -0.028 -0.448
H -2.957 1.221 -0.867
O 1.751 -1.393 -1.813
H 2.199 -0.727 -1.326
H 0.904 -1.027 -2.004
O -1.515 -5.385 1.643
H -1.217 -4.702 2.229
H -2.305 -4.923 1.380
O 1.202 1.877 -2.252
H 1.561 1.320 -2.970
H 1.769 1.623 -1.542
O -1.463 2.359 -1.079
H -0.961 2.567 -1.876
H -1.384 3.190 -0.637

## Properties
Net charge ... -1
LUMO level ... 0.0671 Ha
Multiplicity ... 1


In hartree, relative to the most stable structure: #A 0.0296; #B 0.0000.


#A
This record from OMol25 describes a cluster of 4 separate species, C2H12NO3 in total. The level of theory is the ωB97M-V functional and the def2-TZVPD basis.

Cartesian coordinates (Å):
C -0.089 -1.502 0.792
C -0.690 -1.564 -1.557
N -0.246 -0.867 -0.562
H 0.798 -2.133 0.713
H -0.866 -2.210 0.901
H -0.283 -0.697 1.476
H -0.577 -2.594 -1.288
H -0.698 -1.365 -2.644
H -0.038 0.187 -0.558
H -2.799 3.265 0.613
H -1.841 2.615 1.744
O -2.032 2.659 0.826
H 3.268 -0.031 0.454
H 3.737 -1.445 0.314
O 2.941 -0.949 0.535
H 0.386 2.661 -0.602
H -0.920 2.100 -0.360
O -0.053 1.868 -0.796

## Properties
LUMO level (alpha / beta) ... 0.0084 / 0.0083 Ha
Multiplicity ... 2


#B
This record from OMol25 describes a cluster of 4 separate species, C2H12NO3 in total. The level of theory is the ωB97M-V functional and the def2-TZVPD basis.

Cartesian coordinates (Å):
C 0.186 1.769 -0.176
C -1.086 1.672 -0.683
N 1.180 0.714 -0.445
H 0.526 2.546 0.469
H -1.831 2.359 -0.278
H -1.430 0.820 -1.258
H 1.003 0.160 -1.297
H 1.101 0.077 0.408
H 2.135 1.034 -0.432
H 1.472 -1.476 2.080
H -0.011 -1.080 2.065
O 0.890 -0.742 1.855
H -1.823 -1.932 3.086
H -2.058 -2.054 1.565
O -1.385 -2.149 2.254
H 0.748 -0.253 -3.706
H -0.282 -0.755 -2.651
O 0.667 -0.709 -2.855

## Properties
LUMO level (alpha / beta) ... 0.0282 / 0.0181 Ha
Multiplicity ... 2


In hartree, relative to the most stable structure: #A 0.0000; #B 0.0253.


#A
This record from OMol25 describes an isolated molecule of C10H16S. The level of theory is the ωB97M-V functional and the def2-TZVPD basis.

Cartesian coordinates (Å):
C -0.033 1.857 0.251
C 0.293 0.553 -0.462
C -0.526 1.017 -1.589
C -0.423 -0.698 0.262
C -0.808 2.385 -0.996
C -0.430 -2.062 -0.242
C 0.454 -1.793 0.897
C -0.343 3.507 -1.756
C 0.119 -2.499 2.233
C 1.915 -1.855 0.645
S -1.685 -3.188 -0.494
H -0.550 1.868 1.259
H 0.896 2.498 0.341
H 1.351 0.397 -0.594
H -0.931 0.378 -2.350
H -1.316 -0.138 0.591
H -1.916 2.468 -0.889
H -0.456 4.419 -1.126
H -0.786 3.708 -2.742
H 0.892 3.439 -2.117
H -0.272 -3.516 2.096
H -0.679 -2.030 2.776
H 1.012 -2.620 2.798
H 2.563 -1.249 1.309
H 2.089 -1.766 -0.481
H 2.165 -2.832 0.995
H -2.595 -2.250 -0.616

## Properties
LUMO level (alpha / beta) ... 0.0016 / 0.0168 Ha
Multiplicity ... 1


#B
This record from OMol25 describes a cluster of 2 separate species, C10H16S in total. The level of theory is the ωB97M-V functional and the def2-TZVPD basis.

Cartesian coordinates (Å):
C -0.881 -0.936 3.026
C -0.906 -2.036 1.909
C 0.690 -2.652 4.817
S -0.590 -1.355 4.835
H -0.210 -0.166 2.846
H -1.991 -0.650 2.981
H 0.075 -2.353 1.515
H -1.674 -1.674 1.164
H 0.901 -2.737 5.920
H 0.570 -3.666 4.498
H 1.576 -2.371 4.252
H -1.511 -2.926 2.243
C 0.390 3.133 -4.174
C 0.158 0.065 -1.282
C 0.665 -0.191 -2.526
C -0.288 1.333 -0.943
C 0.890 0.888 -3.418
C -0.088 2.430 -1.803
C 0.388 2.133 -3.078
H -0.082 -0.849 -0.663
H 0.877 -1.142 -2.988
H -0.591 1.558 0.064
H 1.185 0.646 -4.412
H -0.443 3.440 -1.487
H -0.494 2.785 -4.980
H 1.316 3.179 -4.610
H 0.068 4.114 -3.706

## Properties
SMILES ... Cc1ccccc1.CCSC
LUMO level ... 0.0325 Ha
Multiplicity ... 1


In hartree, relative to the most stable structure: #A 0.1747; #B 0.0000.


#A
This record from OMol25 describes a cluster of 2 separate species, CH8N4O2 in total. The level of theory is the ωB97M-V functional and the def2-TZVPD basis.

Cartesian coordinates (Å):
C 0.760 -1.183 -0.402
N -0.653 0.824 0.220
N 1.540 -0.403 0.379
N -1.369 1.911 -0.326
N -0.158 -2.016 0.118
O -1.576 0.191 1.177
O 2.502 0.263 -0.446
H -2.447 0.341 0.770
H 3.326 0.127 0.039
H 0.811 0.417 0.726
H 0.971 -1.225 -1.465
H -1.122 1.997 -1.306
H -1.125 2.786 0.140
H -0.653 -1.643 0.936
H -0.807 -2.388 -0.561

## Properties
LUMO level (alpha / beta) ... 0.0320 / 0.0320 Ha
Multiplicity ... 1


#B
This record from OMol25 describes a cluster of 2 separate species, CH8N4O2 in total. The level of theory is the ωB97M-V functional and the def2-TZVPD basis.

Cartesian coordinates (Å):
C -0.785 -0.041 0.250
N -0.869 -1.352 0.199
N 1.304 -0.101 -0.978
N -1.641 0.787 -0.438
N -0.369 0.552 1.421
O 1.783 -1.332 -0.022
O 1.767 1.189 -0.586
H 0.950 -1.833 0.117
H 1.631 1.126 0.382
H -1.397 -1.619 -0.638
H 1.919 -0.338 -1.762
H -2.017 0.378 -1.285
H 0.078 -0.134 2.024
H -1.229 1.701 -0.596
H -1.124 1.016 1.912

## Properties
SMILES ... N=C(N)N.ONO
LUMO level ... 0.0312 Ha
Multiplicity ... 1


In hartree, relative to the most stable structure: #A 0.0847; #B 0.0000.